(1)
7 unconnected molecules or ions with the total composition C37H87N5O7, computed with wB97M-V/def2-TZVPD.

Atoms and positions in Å:
C: 4.88845 -3.91600 3.67118
O: 4.15451 -2.94097 4.41613
H: 5.85442 -4.12340 4.12978
H: 4.30260 -4.83517 3.56586
H: 5.05571 -3.56016 2.65428
H: 4.45408 -3.04550 5.32322
C: -3.25684 -0.52244 3.26919
O: -3.18459 0.80115 3.79200
H: -3.04755 -1.24951 4.05734
H: -4.24363 -0.65454 2.82473
H: -2.52193 -0.67668 2.47356
H: -2.29180 1.12124 3.61396
C: -4.10706 -0.06714 -4.66133
C: -3.13154 -0.31889 -3.52205
C: -3.77974 -1.22347 -2.48616
O: -2.87792 -1.43360 -1.43895
C: -3.38221 -2.25699 -0.41501
N: -1.89208 -0.93424 -4.02588
H: -3.62213 0.30188 -5.56715
H: -4.90589 0.61484 -4.37050
H: -4.53025 -1.01737 -5.01084
H: -2.92484 0.65165 -3.04065
H: -4.08443 -2.15275 -2.99078
H: -4.70157 -0.71841 -2.16926
H: -2.78360 -2.17183 0.48699
H: -3.47195 -3.30205 -0.73510
H: -4.41190 -1.95635 -0.16353
H: -1.46424 -1.40048 -3.22557
H: -1.18792 -0.23379 -4.23470
C: 0.75390 -4.48742 3.47362
C: 0.85817 -4.21602 4.95508
C: -0.41751 -4.51953 5.68059
O: -1.49673 -3.86260 5.04153
C: -2.74268 -4.14529 5.62391
N: 1.92637 -5.12131 5.51791
H: -0.01914 -3.80142 3.12140
H: 0.33248 -5.47351 3.25943
H: 1.64746 -4.33055 2.87311
H: 1.26491 -3.21164 5.11442
H: -0.35796 -4.18901 6.72727
H: -0.54851 -5.60976 5.68156
H: -3.33771 -4.85177 5.03365
H: -3.33681 -3.22470 5.64311
H: -2.65602 -4.50817 6.65042
H: 2.01380 -4.94646 6.51578
H: 2.76953 -4.75296 5.09033
C: 1.12632 0.49012 0.59164
C: 1.13683 -0.18990 1.97281
C: 2.53712 -0.74224 2.23776
C: 3.57287 0.31549 2.58039
C: 3.06293 1.08157 3.78281
C: 1.68611 1.69750 3.61882
N: 0.76894 0.69375 3.08042
O: -0.51166 1.26829 2.85481
C: 1.18826 2.17391 4.98530
C: 1.82035 2.94102 2.69860
C: 0.16579 -1.36989 1.93829
H: 2.11764 0.83487 0.29499
H: 0.39197 1.28674 0.53475
H: 0.85286 -0.24274 -0.17166
H: 2.52999 -1.49167 3.02920
H: 2.84129 -1.18622 1.28242
H: 3.77375 1.01402 1.76134
H: 4.51583 -0.19430 2.78527
H: 3.77282 1.83979 4.12975
H: 3.01904 0.41041 4.65230
H: 1.67560 1.62644 5.79640
H: 1.26561 3.24128 5.16865
H: 0.14253 1.86900 5.07000
H: 1.82554 2.66463 1.64618
H: 1.01072 3.65507 2.86369
H: 2.75667 3.44893 2.92766
H: -0.62694 -1.21265 1.19753
H: -0.33027 -1.51909 2.89678
H: 0.65939 -2.28662 1.61905
H: -0.39251 1.93991 2.16673
C: -3.94890 3.31608 1.30538
C: -4.02848 2.67904 -0.11449
C: -4.78587 3.60132 -1.04886
C: -3.99671 4.84143 -1.41273
C: -2.59329 4.51248 -1.89280
C: -1.81019 3.49112 -1.06969
N: -2.71353 2.43048 -0.69897
O: -2.04111 1.32909 -0.10887
C: -0.72277 2.92899 -1.99740
C: -1.07366 4.17943 0.08943
C: -4.81244 1.37723 0.02294
H: -3.13540 2.84507 1.86177
H: -4.83746 3.05813 1.87991
H: -3.79800 4.39067 1.27119
H: -5.03322 3.13325 -2.00927
H: -5.73694 3.89994 -0.59969
H: -3.92190 5.49948 -0.53661
H: -4.54844 5.46878 -2.11566
H: -2.05214 5.47542 -1.89744
H: -2.51956 4.37217 -2.97894
H: -1.17493 2.44456 -2.87186
H: -0.01841 3.68462 -2.34243
H: -0.18175 2.12998 -1.48997
H: -0.32773 3.49814 0.52749
H: -0.50079 5.06299 -0.19031
H: -1.69639 4.41163 0.95079
H: -4.21825 0.61047 0.51693
H: -5.21999 1.05641 -0.93616
H: -5.67016 1.57455 0.66582
H: -2.27782 0.58903 -0.68212
C: 3.19190 0.69270 -6.85396
C: 2.28476 -0.02422 -5.85165
C: 2.48030 -1.53798 -5.93125
C: 3.64833 -2.12489 -5.14762
C: 3.72133 -1.58733 -3.71267
C: 3.62380 -0.05630 -3.65633
N: 2.49786 0.40471 -4.45967
O: 2.36816 1.80616 -4.31811
C: 3.27856 0.29942 -2.21170
C: 4.97269 0.53945 -4.07330
C: 0.80311 0.25676 -6.14654
H: 2.77605 0.52125 -7.85412
H: 3.22652 1.75867 -6.65500
H: 4.16142 0.19767 -6.92890
H: 1.56638 -2.09446 -5.72394
H: 2.73769 -1.76255 -6.97504
H: 3.68118 -3.21307 -5.15995
H: 4.58296 -1.80625 -5.62787
H: 4.69725 -1.84141 -3.29954
H: 2.88053 -1.99246 -3.14338
H: 2.31608 -0.16818 -1.99649
H: 3.19181 1.37484 -2.06518
H: 3.97510 -0.10448 -1.47225
H: 5.68750 0.49364 -3.24022
H: 4.89094 1.60204 -4.30586
H: 5.48429 -0.00602 -4.86553
H: 0.18772 -0.50454 -5.67235
H: 0.52264 1.22181 -5.72691
H: 0.58326 0.22816 -7.21345
H: 1.46302 1.95052 -4.02510

The net charge is 0. As for the LUMO energy: 0.01853 hartree. As for the HOMO energy: -8.20 eV. The orbital gap comes out at 8.70 eV. The value obtained for the energy relative to the best compared isomer or geometry (same formula, charge and spin) is 0.000 eV.

Atom charges from the Mulliken analysis, given in e for atoms 1 to 2: -0.718 -0.368

(2)
10 unconnected molecules or ions with the total composition C37H89B2F3IN3O15PS, computed with wB97M-V/def2-TZVPD.

Atoms and positions in Å:
C: 5.80613 0.63886 -0.68694
C: 4.89977 1.62808 0.03529
P: 3.95767 0.82236 1.40379
C: 4.67252 1.22818 3.04702
C: 5.94243 2.07874 2.99007
C: 2.16363 1.42869 1.36993
B: 2.22855 2.97980 1.90215
N: 3.14225 3.99015 1.33983
O: 1.46162 3.37977 2.91713
N: 1.62611 1.43342 -0.03189
C: 1.88374 0.17535 -0.83011
C: 2.49325 0.47408 -2.19503
C: 1.64912 1.38867 -3.05865
I: 2.54126 -1.45920 -3.16941
C: 0.16325 1.77291 -0.08647
C: -0.67710 1.11391 1.01185
C: -1.89282 2.03788 1.20387
C: -1.61460 3.29603 1.99235
C: -2.83398 4.22941 1.96656
S: -2.85867 5.11586 0.35529
C: -1.26134 -0.22389 0.54744
C: -1.96199 -0.99540 1.67735
C: -2.12460 -2.41079 1.28724
F: -1.09097 -3.22835 1.53231
C: -3.21416 -2.90803 0.71507
F: -4.20603 -2.14039 0.27683
F: -3.44103 -4.18393 0.48687
O: -0.02432 1.00758 2.26861
C: 1.27920 0.57195 2.26535
O: 1.28341 -0.81959 1.82593
C: 2.11656 -1.59820 2.42801
N: 2.89509 -2.30673 2.95995
O: 1.73267 0.62446 3.54772
B: 0.71197 0.70888 4.53765
O: 0.06407 -0.44415 4.91709
O: 0.41460 1.86159 5.14826
H: 6.52662 1.20885 -1.25740
H: 6.37534 0.09489 0.05332
H: 5.27794 -0.01683 -1.35951
H: 4.19730 2.12888 -0.62587
H: 5.51416 2.42795 0.43361
H: 4.90637 0.27748 3.50430
H: 3.96832 1.70118 3.71905
H: 6.76695 1.59735 2.48315
H: 5.73330 3.01357 2.48583
H: 6.19460 2.34339 4.00381
H: 3.24988 3.95485 0.33621
H: 4.04732 3.98722 1.79391
H: 1.46699 4.33988 2.96772
H: 2.10154 2.18653 -0.52486
H: 0.97266 -0.36075 -1.02771
H: 2.54767 -0.51335 -0.32528
H: 3.53103 0.76223 -2.13122
H: 2.09697 1.55897 -4.02421
H: 1.40159 2.33593 -2.58229
H: 0.70515 0.89071 -3.25081
H: 0.00972 2.84438 -0.04906
H: -0.25861 1.46050 -1.02578
H: -2.22311 2.27054 0.19848
H: -2.71245 1.51842 1.67293
H: -1.41571 3.04343 3.02597
H: -0.81500 3.87060 1.54741
H: -3.75997 3.70183 2.13246
H: -2.65418 5.00844 2.69060
H: -3.90250 4.55706 -0.27557
H: -1.95789 -0.06280 -0.26387
H: -0.48158 -0.89066 0.19621
H: -1.38126 -0.97398 2.58763
H: -2.94933 -0.58240 1.81766
H: 0.67423 -1.17731 5.03645
H: -0.27972 1.70419 5.79194
C: -0.41505 -5.08179 -2.55260
C: 0.61698 -5.72051 -3.46446
O: 0.99096 -4.83441 -4.51957
H: -1.30080 -4.80005 -3.12294
H: -0.71258 -5.76388 -1.75477
H: -0.01441 -4.17047 -2.09890
H: 0.21029 -6.61645 -3.93075
H: 1.51080 -6.00535 -2.90068
H: 1.36090 -4.04498 -4.11844
C: -5.74688 0.96245 -1.75100
C: -4.67996 1.55811 -0.85497
O: -4.80499 1.07661 0.48507
H: -6.73764 1.20284 -1.36676
H: -5.66311 1.34660 -2.76849
H: -5.66326 -0.12748 -1.78095
H: -4.78136 2.63874 -0.81716
H: -3.67897 1.31742 -1.24041
H: -4.71738 0.11883 0.45613
C: -4.05042 -8.07035 2.28326
C: -2.59118 -8.12042 1.86923
O: -2.43386 -7.88590 0.47144
H: -4.62772 -8.80928 1.72773
H: -4.16344 -8.26685 3.35032
H: -4.47988 -7.08920 2.06498
H: -2.17067 -9.10378 2.07028
H: -2.00946 -7.37871 2.42776
H: -2.79077 -7.01460 0.28080
C: 0.31556 3.54013 8.64904
C: 0.37294 4.65750 7.62236
O: -0.82470 5.43016 7.62623
H: -0.53843 2.88902 8.45506
H: 1.22695 2.94012 8.62992
H: 0.19051 3.94526 9.65497
H: 0.48014 4.24723 6.61870
H: 1.22807 5.31406 7.81504
H: -0.92913 5.81006 8.50257
C: -7.65157 4.17128 -3.78380
C: -7.44940 4.40523 -2.29961
O: -6.06207 4.34578 -1.94687
H: -7.24882 3.20390 -4.07997
H: -8.71001 4.20303 -4.04404
H: -7.12879 4.93048 -4.37034
H: -7.95434 3.63578 -1.71796
H: -7.85101 5.37840 -2.00240
H: -5.61126 5.03215 -2.44691
C: -0.80761 -9.88283 -5.73374
C: 0.65726 -9.56646 -5.97773
O: 0.79725 -8.43209 -6.82871
H: -1.31568 -10.07253 -6.67903
H: -0.92128 -10.75795 -5.09216
H: -1.31103 -9.03748 -5.25732
H: 1.14986 -10.40513 -6.46587
H: 1.17486 -9.37322 -5.03110
H: 0.36933 -7.69224 -6.38963
C: 7.66866 6.47957 2.97355
C: 6.17224 6.40138 2.73901
O: 5.57697 5.34076 3.49346
H: 8.14637 5.53668 2.70507
H: 8.11650 7.27961 2.38376
H: 7.88468 6.66582 4.02768
H: 5.95930 6.19773 1.69016
H: 5.69140 7.34647 3.00711
H: 5.74578 5.51502 4.42331
C: 7.24229 -3.78860 -2.00305
C: 6.49553 -2.76135 -2.83221
O: 6.95073 -1.43331 -2.56026
H: 7.12218 -3.57920 -0.93969
H: 6.87755 -4.79604 -2.20515
H: 8.31161 -3.75832 -2.22317
H: 5.43152 -2.78099 -2.59728
H: 6.61369 -2.97029 -3.89982
H: 7.88668 -1.39669 -2.77568
C: -7.78934 -0.14016 -5.56884
C: -7.62335 0.87945 -6.68087
O: -6.79559 1.96893 -6.27253
H: -8.22205 0.32948 -4.68446
H: -8.43573 -0.96100 -5.88117
H: -6.82062 -0.55511 -5.27789
H: -8.58624 1.30492 -6.95607
H: -7.19027 0.41023 -7.56973
H: -5.93585 1.60911 -6.03968

The net charge is +1. As for the LUMO energy: -0.09289 hartree. As for the HOMO energy: -10.87 eV. The orbital gap comes out at 8.34 eV.

Atom charges from the Mulliken analysis, given in e for atoms 1 to 2: -1.514 -0.432

- Among the records above, which one has the highest HOMO energy?
  C37H87N5O7

- HOMO energy of number 2 (C37H89B2F3IN3O15PS)?
  -10.87 eV

- Among the records above, which one has the lowest net charge?
  C37H87N5O7

- The lowest orbital gap belongs to which entry?
  C37H89B2F3IN3O15PS